Entry 1:
Entry from the Open Molecules 2025 dataset: a molecular structure, C2H10N2O2 in a non-equilibrium geometry (wB97M-V/def2-TZVPD).

- HOMO: -0.288 Eh
- DFT total energy: -342.017623 hartree
- Charge: 0
- LUMO level: 0.0055 Ha
- Strongest force on any atom: 2.6 eV/Å

Last column: Löwdin charge in e.
Geometry (Å):
1 C -0.463 -1.444 0.603  -0.22
2 C -1.708 0.809 -0.203  -0.01
3 N -0.817 1.743 -0.273  0.06
4 O -0.682 -2.093 -0.636  -0.14
5 H 0.038 -1.815 -1.214  0.07
6 H 0.352 1.268 -0.551  0.09
7 H -0.875 2.483 0.420  0.10
8 H -1.391 -1.499 1.171  0.08
9 H 0.322 -1.942 1.192  0.08
10 H -2.608 0.903 0.400  0.10
11 H -1.718 0.067 -0.991  0.09
12 N 2.328 0.495 0.289  -0.08
13 O 1.275 0.366 -0.675  -0.39
14 H 0.148 -0.469 0.324  0.05
15 H 2.807 1.372 0.080  0.05
16 H 2.992 -0.244 0.065  0.06

=====

Entry 2:
Entry from the Open Molecules 2025 dataset: a single C4H5NO3S molecule in a non-equilibrium geometry (wB97M-V/def2-TZVPD).

- HOMO: -0.394 Eh
- DFT total energy: -833.996166 hartree
- SMILES: C#CS(=O)(=O)NC(C)=O
- Charge: 0
- LUMO level: 0.0232 Ha
- Strongest force on any atom: 1.6 eV/Å

Last column: Löwdin charge in e.
Geometry (Å):
1 C -0.931 3.117 0.389  0.12
2 C -1.014 1.998 0.811  -0.17
3 S -1.271 0.417 1.516  0.60
4 O -0.108 0.051 2.255  -0.26
5 O -2.552 0.430 2.144  -0.26
6 N -1.426 -0.519 0.127  -0.02
7 C -0.540 -1.325 -0.565  -0.54
8 C 0.892 -1.217 -0.141  0.00
9 O -0.944 -2.032 -1.452  0.10
10 H -0.824 4.083 -0.019  0.04
11 H -2.390 -0.617 -0.161  0.14
12 H 1.224 -0.184 -0.206  0.09
13 H 1.495 -1.840 -0.790  0.09
14 H 0.998 -1.536 0.892  0.08

=====

Entry 3:
Entry from the Open Molecules 2025 dataset: a molecular structure, C43H48F4FeIN7Si in a non-equilibrium geometry (wB97M-V/def2-TZVPD).

- HOMO (alpha / beta): -0.248 / -0.248 Eh
- DFT total energy: -4300.869944 hartree
- Charge: 0
- LUMO level (alpha / beta): -0.0265 / -0.0319 Ha
- Strongest force on any atom: 2.2 eV/Å
- Spin multiplicity: 5

Last column: Löwdin charge in e.
Geometry (Å):
1 Fe 0.990 0.200 0.674  0.76
2 C 1.539 2.222 0.080  -0.08
3 C 2.726 1.416 -0.043  -0.15
4 C 2.962 0.919 1.271  -0.20
5 C 1.941 1.482 2.156  -0.10
6 C 1.115 2.320 1.435  -0.24
7 C 0.091 3.291 2.048  -0.52
8 C 0.799 4.512 2.691  -0.03
9 C -0.865 3.778 0.967  -0.05
10 C -0.716 2.515 3.108  -0.06
11 C 4.122 0.139 1.859  -0.52
12 C 4.316 -1.282 1.241  -0.04
13 C 3.903 -0.043 3.364  -0.06
14 C 5.391 0.945 1.657  -0.05
15 C 3.424 1.291 -1.434  -0.50
16 C 4.375 2.493 -1.687  -0.03
17 C 2.352 1.285 -2.519  -0.06
18 C 4.192 -0.008 -1.639  -0.05
19 H 0.968 2.682 -0.723  0.11
20 H 1.863 1.253 3.217  0.11
21 H 1.460 5.015 1.965  0.09
22 H 1.390 4.220 3.558  0.08
23 H 0.037 5.232 2.991  0.08
24 H -0.341 4.291 0.167  0.09
25 H -1.642 4.462 1.362  0.10
26 H -1.397 2.914 0.566  0.06
27 H -0.074 1.951 3.807  0.07
28 H -1.449 1.867 2.627  0.08
29 H -1.330 3.181 3.762  0.10
30 H 3.745 -1.478 0.354  0.04
31 H 4.015 -2.079 1.920  0.06
32 H 5.367 -1.440 0.975  0.09
33 H 2.932 -0.512 3.599  0.08
34 H 4.007 0.898 3.926  0.10
35 H 4.656 -0.692 3.774  0.08
36 H 5.665 1.023 0.594  0.07
37 H 6.259 0.488 2.190  0.10
38 H 5.285 1.951 2.055  0.09
39 H 3.803 3.442 -1.690  0.10
40 H 4.897 2.373 -2.622  0.08
41 H 5.157 2.630 -0.957  0.07
42 H 1.723 2.178 -2.513  0.09
43 H 1.722 0.395 -2.364  0.06
44 H 2.836 1.190 -3.464  0.09
45 H 5.039 -0.144 -0.927  0.08
46 H 4.591 -0.003 -2.629  0.08
47 H 3.561 -0.889 -1.638  0.07
48 C -0.481 0.198 -3.689  0.00
49 C 0.074 -1.114 -3.243  -0.28
50 C 1.004 -1.796 -3.910  -0.05
51 C 1.540 -3.010 -3.351  -0.06
52 C 1.052 -3.449 -2.190  -0.03
53 C -0.012 -2.781 -1.469  -0.39
54 N -0.398 -1.577 -2.032  0.09
55 N -0.539 -3.303 -0.434  0.05
56 Si -2.170 -3.470 0.012  0.45
57 C -2.607 -5.221 0.264  -0.16
58 C -2.930 -2.366 1.321  -0.10
59 C -3.140 -4.128 -2.726  -0.02
60 H -0.047 0.380 -4.682  0.10
61 H -0.243 1.016 -3.015  0.06
62 H -1.591 0.135 -3.707  0.10
63 H 1.401 -1.453 -4.859  0.12
64 H 2.368 -3.556 -3.839  0.12
65 H 1.457 -4.391 -1.736  0.13
66 H -2.197 -5.614 1.198  0.04
67 H -2.250 -5.899 -0.511  0.04
68 H -3.665 -5.324 0.401  0.03
69 H -3.091 -2.970 2.221  0.04
70 H -3.872 -1.955 1.056  0.02
71 H -2.227 -1.564 1.537  0.01
72 H -2.196 -4.641 -2.917  0.09
73 H -3.516 -3.574 -3.593  0.10
74 H -3.941 -4.855 -2.472  0.10
75 I 2.024 -5.181 2.962  0.90
76 C 1.016 -3.366 3.032  -0.71
77 C 0.263 -3.042 4.155  -0.12
78 C -0.269 -1.789 4.291  -0.05
79 C -0.112 -0.911 3.286  -0.12
80 N 0.555 -1.223 2.154  0.01
81 C 1.080 -2.446 2.006  -0.21
82 H 0.227 -3.702 5.010  0.10
83 H -0.805 -1.509 5.171  0.12
84 H -0.468 0.096 3.374  0.08
85 H 1.532 -2.666 1.033  0.10
86 F -1.835 2.059 -1.519  0.09
87 C -3.101 1.728 -1.291  -0.16
88 C -4.023 2.748 -1.333  -0.10
89 F -3.514 4.009 -1.533  0.07
90 C -5.441 2.517 -1.421  -0.07
91 C -5.809 1.147 -1.225  -0.14
92 C -4.891 0.135 -1.163  -0.16
93 F -5.266 -1.124 -1.266  0.13
94 C -3.480 0.358 -1.245  -0.07
95 C -2.679 -0.731 -1.536  -0.11
96 C -1.182 -0.661 -1.194  -0.39
97 N -0.725 -0.064 -0.239  0.14
98 C -3.000 -1.967 -1.913  -0.01
99 N -2.994 -3.187 -1.580  -0.08
100 F -7.085 0.771 -1.362  0.10
101 C -6.387 3.438 -1.683  -0.21
102 C -6.098 4.789 -2.048  -0.20
103 N -6.056 5.914 -2.306  0.15
104 C -7.755 3.175 -1.675  -0.23
105 N -8.906 3.092 -1.692  0.16